{
  "formula": "C46H69CrO26",
  "method": "ωB97M-V with the def2-TZVPD basis set",
  "species": ["Cr", "C", "C", "O", "O", "H", "H", "H", "C", "C", "O", "O", "H", "H", "H", "C", "C", "O", "O", "H", "H", "H", "O", "C", "O", "C", "C", "C", "H", "H", "H", "H", "H", "H", "O", "C", "O", "C", "C", "C", "H", "H", "H", "H", "H", "H", "O", "C", "O", "C", "C", "C", "H", "H", "H", "H", "H", "H", "O", "C", "O", "C", "C", "C", "H", "H", "H", "H", "H", "H", "O", "C", "O", "C", "C", "C", "H", "H", "H", "H", "H", "H", "O", "C", "O", "C", "C", "C", "H", "H", "H", "H", "H", "H", "O", "C", "O", "C", "C", "C", "H", "H", "H", "H", "H", "H", "O", "C", "O", "C", "C", "C", "H", "H", "H", "H", "H", "H", "O", "C", "O", "C", "C", "C", "H", "H", "H", "H", "H", "H", "O", "C", "O", "C", "C", "C", "H", "H", "H", "H", "H", "H"],
  "positions_angstrom": [[1.22399, 11.84713, -20.49358], [-1.56803, 9.18134, -21.76581], [-0.39658, 10.06238, -21.47142], [0.23028, 9.98405, -20.39387], [0.03785, 10.99772, -22.17942], [-1.93795, 9.31131, -22.78285], [-2.30243, 9.40623, -20.99239], [-1.39035, 8.10727, -21.71181], [3.68821, 14.65359, -22.21837], [2.73151, 13.69617, -21.48748], [1.62986, 13.40979, -21.96142], [2.94893, 13.12551, -20.41269], [3.47134, 15.71918, -22.14370], [3.78439, 14.36097, -23.26394], [4.67640, 14.54980, -21.77023], [-1.34396, 14.08334, -18.17783], [-0.39798, 13.25132, -18.99741], [-0.57069, 13.10895, -20.20522], [0.63474, 12.68009, -18.62667], [-1.25214, 13.74456, -17.14589], [-2.35348, 13.91491, -18.55279], [-1.22462, 15.16634, -18.20892], [1.41796, 8.64085, -25.16611], [0.67468, 9.36740, -25.80461], [0.58883, 9.20011, -27.15316], [-0.14101, 10.33648, -27.70351], [-0.46487, 11.26970, -26.57166], [-0.12321, 10.56962, -25.34600], [-1.08576, 9.95188, -28.08773], [0.46718, 10.78635, -28.48825], [-1.51225, 11.50791, -26.75696], [0.09076, 12.20243, -26.66854], [-1.08197, 10.20142, -24.98088], [0.34835, 11.18050, -24.57623], [0.50374, 15.77945, -15.35908], [1.37677, 15.44359, -16.14429], [1.59158, 16.24865, -17.24906], [2.62362, 15.65038, -18.01824], [3.37622, 14.68533, -17.06333], [2.31159, 14.24667, -16.08801], [3.40215, 16.31350, -18.39540], [2.13463, 15.08839, -18.81395], [4.24747, 15.11068, -16.56525], [3.76033, 13.88790, -17.69947], [2.76885, 14.09044, -15.11098], [1.78353, 13.36726, -16.45662], [7.80135, 12.56201, -21.63773], [7.34788, 12.16428, -20.58863], [6.33481, 12.86565, -20.12854], [5.85375, 12.36946, -18.92663], [6.61824, 11.07934, -18.76919], [7.76074, 11.08828, -19.66085], [4.78423, 12.18812, -19.03313], [6.05841, 12.99441, -18.05735], [5.91175, 10.34918, -19.16393], [6.86819, 10.72639, -17.76867], [7.89818, 10.11606, -20.13414], [8.68891, 11.33745, -19.14654], [-5.47923, 12.71944, -23.63081], [-4.40418, 13.20874, -23.87338], [-4.24527, 14.21841, -24.72404], [-2.86810, 14.55482, -24.87540], [-2.10078, 13.67394, -23.87228], [-3.16674, 12.92827, -23.08709], [-2.88516, 15.62174, -24.65295], [-2.59386, 14.31358, -25.90239], [-1.57266, 14.33875, -23.18875], [-1.42631, 12.95559, -24.33830], [-3.27010, 13.39724, -22.10858], [-3.02379, 11.84800, -23.06123], [-1.83260, 11.35461, -16.22982], [-2.73501, 10.84204, -16.87197], [-3.94938, 10.90685, -16.39626], [-4.99393, 10.49997, -17.32391], [-4.15036, 10.36521, -18.60503], [-2.75342, 10.16319, -18.17601], [-5.69124, 11.32704, -17.45741], [-5.42861, 9.52331, -17.11112], [-4.29384, 11.21373, -19.27400], [-4.46313, 9.51623, -19.21291], [-1.99925, 10.56389, -18.85334], [-2.53414, 9.09742, -18.11148], [3.56499, 4.51343, -20.37663], [3.10666, 5.26198, -21.21041], [2.45686, 4.82837, -22.31212], [1.93639, 5.91531, -23.05405], [1.89558, 7.05552, -22.07279], [2.99130, 6.80605, -21.00371], [0.91634, 5.69666, -23.36993], [2.55214, 6.09305, -23.93574], [0.92386, 6.99856, -21.58227], [1.95547, 8.03223, -22.55297], [2.70021, 7.11347, -19.99929], [3.94145, 7.29219, -21.22500], [-0.71952, 16.76015, -24.01635], [0.01360, 16.24870, -24.90207], [-0.23126, 16.14226, -26.19612], [0.79633, 15.36881, -26.85986], [1.58456, 14.63075, -25.77833], [1.30882, 15.52888, -24.56564], [1.52355, 16.05050, -27.30094], [0.34809, 14.68222, -27.57803], [2.63723, 14.49139, -26.02443], [1.11833, 13.66060, -25.60646], [2.05835, 16.31738, -24.49798], [1.14719, 14.97600, -23.64028], [2.80199, 10.65332, -21.77788], [3.57242, 10.45972, -22.68018], [3.23387, 10.85749, -23.93864], [4.31705, 10.73415, -24.78726], [5.35766, 9.86299, -24.00787], [4.96170, 9.95261, -22.57822], [4.69662, 11.73542, -24.99094], [4.04868, 10.33524, -25.76551], [6.38572, 10.21275, -24.10201], [5.30665, 8.83760, -24.37405], [5.63984, 10.57475, -21.99413], [4.92540, 8.93220, -22.19671], [1.14410, 19.48403, -18.69920], [0.64985, 18.54250, -19.33803], [1.34126, 17.83438, -20.20946], [0.55756, 16.87098, -20.76409], [-0.90446, 17.32011, -20.62540], [-0.87282, 18.20953, -19.40999], [0.63626, 15.91203, -20.25192], [0.93435, 16.62695, -21.75736], [-1.65827, 16.54414, -20.49219], [-1.24263, 18.03770, -21.37293], [-1.06208, 17.63912, -18.50064], [-1.52422, 19.08298, -19.43938], [2.45460, 10.78079, -18.96042], [2.61374, 10.14895, -17.90755], [3.76280, 9.75842, -17.49199], [3.73189, 8.89653, -16.40017], [2.39039, 9.12997, -15.78973], [1.53584, 9.70471, -16.95086], [4.57667, 9.06906, -15.73331], [3.86823, 7.87439, -16.75336], [2.50095, 9.86120, -14.98900], [2.02796, 8.18575, -15.38328], [0.91156, 10.55721, -16.68325], [0.86908, 8.93376, -17.33706]],
  "atomic_forces_ev_per_a": [[-1.73, 0.01, 0.99], [-0.09, -0.29, -0.45], [1.11, 1.18, -0.82], [0.33, -0.51, 3.19], [-1.05, 0.40, -1.94], [-0.20, 0.50, 0.22], [-0.29, 0.05, -0.28], [0.55, 0.08, 0.40], [0.71, -0.77, 0.84], [-0.15, 1.22, -1.08], [-1.95, 0.42, -2.64], [1.97, -0.62, 2.59], [-0.60, -0.17, 0.04], [-0.28, 0.05, 0.01], [0.07, -0.12, 0.03], [-0.07, -0.65, 0.61], [-0.17, 1.17, -0.24], [-1.31, -0.52, -3.91], [2.54, -1.20, 2.66], [-0.24, 0.18, 0.07], [-0.01, -0.22, 0.08], [0.65, -0.10, -0.22], [-1.34, 0.85, -0.41], [2.16, -1.08, 0.52], [-0.48, 1.10, 0.48], [0.12, -1.16, -0.59], [-0.21, 2.13, -2.17], [-0.62, -1.11, 1.23], [0.28, -0.16, -0.46], [-0.12, -0.19, -0.04], [-0.08, 0.31, 0.77], [0.04, 0.03, -0.09], [0.21, -0.35, 0.76], [0.09, -0.46, 0.07], [1.47, -0.99, -1.15], [-2.24, 1.67, 1.53], [0.43, -0.75, 0.84], [1.25, -0.95, 0.26], [0.04, -0.55, -1.35], [0.42, 0.60, -0.36], [-0.78, 0.68, -0.21], [0.34, -0.01, -0.17], [-0.22, 0.45, -0.01], [-0.03, -0.22, 0.16], [-0.69, -0.02, 0.15], [-0.14, -0.01, 0.17], [0.64, -1.22, 0.00], [1.40, 1.86, -2.69], [-0.99, 1.17, 0.19], [-0.31, -0.61, 1.74], [-2.31, -2.34, 1.57], [1.37, -0.31, -0.51], [0.03, 0.21, 0.17], [-0.06, 0.71, -0.34], [0.02, -0.49, 0.17], [-0.25, 0.43, 0.17], [0.21, 0.26, -0.30], [0.15, 0.26, -0.27], [0.09, -0.06, -0.56], [-1.70, -0.03, 1.47], [-0.54, -0.65, -0.56], [-0.25, -0.10, 0.12], [0.50, 0.53, 0.46], [0.47, 0.20, -0.83], [0.87, -0.09, -0.27], [0.09, 0.44, -0.07], [0.49, -0.28, -0.19], [0.19, 0.33, -0.09], [-0.21, -0.52, 0.14], [0.11, 0.16, 0.46], [-0.35, -0.89, -1.08], [2.18, 1.07, 1.66], [-2.85, 0.01, 1.30], [1.91, 0.25, -1.29], [-1.79, -0.49, -1.89], [1.32, -0.27, -0.86], [-0.20, -0.37, 0.56], [-0.14, 0.37, 0.73], [0.20, 0.29, 0.23], [-0.30, -0.05, 0.04], [0.03, 0.14, 0.07], [0.14, -0.05, 0.48], [-0.11, 0.32, -1.20], [0.04, -0.04, 2.54], [0.66, -0.40, 0.46], [-0.12, 0.51, -0.34], [-0.07, 1.45, 0.67], [-0.69, -0.97, -1.90], [0.19, -0.32, -0.16], [0.05, 0.02, 0.02], [-0.01, 0.19, 0.19], [-0.05, -0.05, -0.05], [0.00, -0.47, -0.07], [0.03, -0.12, -0.14], [1.91, -1.13, -3.55], [-1.13, 0.35, 3.95], [-0.63, 0.05, -0.74], [1.01, 0.01, 0.22], [-0.97, -0.01, 0.61], [-0.18, 0.01, -0.33], [-0.51, 0.23, -0.58], [-0.15, 0.45, -0.08], [-0.13, 0.08, -0.02], [0.21, -0.13, 0.14], [0.21, -0.08, 0.42], [0.41, 0.19, 0.08], [-0.07, -0.39, 0.42], [-1.41, 1.77, 0.28], [-0.79, -0.56, 1.58], [2.19, 0.01, -0.76], [0.75, 0.25, -1.75], [-0.17, -1.08, -0.24], [0.21, 0.15, 0.11], [-0.29, -0.37, 0.27], [-0.10, 0.01, -0.51], [0.03, 0.03, 0.00], [-0.47, 0.12, 0.18], [0.03, 0.26, 0.61], [-0.96, -2.71, -1.43], [-0.51, 4.73, 2.11], [1.60, 0.79, 0.79], [-1.84, -2.65, -1.44], [-0.74, 0.95, -0.39], [1.82, -0.70, 1.09], [0.27, -0.13, 0.52], [-0.40, 0.45, -0.25], [0.35, -0.27, -0.44], [0.23, -0.69, -0.87], [-0.19, 0.11, 0.25], [0.40, -0.01, 0.06], [1.18, -1.13, 1.70], [-3.09, 1.09, -2.33], [2.97, 0.77, -1.33], [0.37, -1.23, 0.71], [-0.88, 0.11, 0.70], [0.31, -0.30, 0.89], [-0.05, 0.43, -0.12], [-0.15, -0.09, -0.25], [-0.26, -0.06, 0.08], [-0.31, 0.27, 0.12], [-0.02, -0.02, 0.03], [0.15, 0.15, -0.51]],
  "lowdin_spin": [2.920, 0.000, 0.007, -0.016, 0.022, 0.000, 0.001, 0.000, 0.002, 0.015, 0.050, 0.010, 0.000, 0.001, 0.001, -0.002, 0.003, -0.041, -0.023, -0.001, 0.000, 0.001, 0.000, 0.000, 0.000, 0.000, 0.000, 0.000, 0.000, 0.000, 0.000, 0.000, 0.000, 0.000, 0.000, 0.000, 0.000, 0.000, 0.000, 0.000, 0.000, 0.000, 0.000, 0.000, 0.000, 0.000, 0.000, 0.000, 0.000, 0.000, 0.000, 0.000, 0.000, 0.000, 0.000, 0.000, 0.000, 0.000, 0.000, 0.000, 0.000, 0.000, 0.000, 0.000, 0.000, 0.000, 0.000, 0.000, 0.000, 0.000, 0.000, 0.000, 0.000, 0.000, 0.000, 0.000, 0.000, 0.000, 0.000, 0.000, 0.000, 0.000, 0.000, 0.000, 0.000, 0.000, 0.000, 0.000, 0.000, 0.000, 0.000, 0.000, 0.000, 0.000, 0.000, 0.000, 0.000, 0.000, 0.000, 0.001, 0.000, 0.000, 0.000, 0.000, 0.000, 0.000, 0.015, 0.003, 0.001, 0.000, 0.000, 0.001, 0.000, 0.000, 0.000, 0.000, 0.000, 0.000, 0.000, 0.000, 0.000, 0.000, 0.000, 0.000, 0.000, 0.000, 0.000, 0.000, 0.000, 0.000, 0.024, 0.004, 0.001, 0.000, 0.000, 0.000, 0.000, 0.000, 0.000, 0.000, 0.000, 0.000],
  "energy_ev": -130480.1298,
  "spin_multiplicity": 4,
  "gap_ha": [0.300, 0.350],
  "e_lumo_ev": [-1.21, 0.02]
}